Record 1
C28H49BCrN7O8P2S3Se | ωB97M-V with the def2-TZVPD basis set

Its energy above the lowest of the compared OMol25 structures with the same formula, charge and spin is 0.0063 eV. The value obtained for the HOMO energy (spin up / spin down) is -7.2443 / -7.3183 eV. As for the gap between HOMO and LUMO (spin up / spin down): 7.261 / 7.648 eV. The expectation value of S² is 3.80.

Geometry as ORCA input:
```
! RIJCOSX wB97M-V def2-TZVPD def2/J DEFGRID3
* xyz 0 4
Cr 0.040 -0.346 0.032
C 5.051 0.406 -0.887
C 4.813 1.563 0.081
C 4.600 1.038 1.497
C 6.039 2.478 0.012
N 3.603 2.382 -0.272
C 3.520 3.732 0.041
C 2.314 4.160 -0.368
N 1.643 3.083 -0.907
B 0.264 3.298 -1.594
N -0.870 3.400 -0.538
C -1.951 4.224 -0.774
C -2.723 4.217 0.327
N -2.115 3.374 1.245
C -0.976 2.887 0.701
S 0.107 1.755 1.435
C -2.612 3.140 2.641
C -3.881 3.957 2.864
C -1.552 3.611 3.633
C -2.945 1.661 2.813
N -0.008 2.253 -2.710
C 0.545 2.431 -3.959
C 0.054 1.473 -4.767
N -0.808 0.699 -4.009
C -0.830 1.192 -2.751
S -1.688 0.517 -1.404
C -1.659 -0.416 -4.569
C -1.295 -1.736 -3.897
C -3.130 -0.063 -4.371
C -1.385 -0.533 -6.064
C 2.432 1.996 -0.830
S 1.974 0.383 -1.258
H 6.045 0.009 -0.679
H 5.025 0.738 -1.926
H 4.327 -0.394 -0.777
H 5.466 0.453 1.813
H 3.713 0.400 1.527
H 4.459 1.860 2.202
H 6.931 1.863 0.118
H 6.062 3.219 0.811
H 6.091 2.993 -0.948
H 4.312 4.267 0.525
H 1.864 5.135 -0.311
H 0.310 4.378 -2.137
H -2.076 4.738 -1.710
H -3.654 4.712 0.515
H -3.708 5.029 2.760
H -4.214 3.771 3.885
H -4.686 3.655 2.193
H -1.314 4.663 3.465
H -0.637 3.026 3.547
H -1.941 3.502 4.646
H -3.732 1.367 2.116
H -3.299 1.499 3.833
H -2.078 1.026 2.629
H 1.255 3.213 -4.159
H 0.262 1.274 -5.799
H -1.380 -1.675 -2.815
H -0.275 -2.037 -4.146
H -1.979 -2.509 -4.252
H -3.395 -0.011 -3.315
H -3.740 -0.838 -4.836
H -3.363 0.893 -4.845
H -0.348 -0.798 -6.269
H -1.642 0.380 -6.606
H -2.012 -1.337 -6.447
C -2.431 -3.368 3.404
C -2.568 -3.524 1.900
O -3.804 -4.167 1.617
P -2.703 -1.921 1.032
O -4.021 -1.219 1.592
O -3.107 -2.302 -0.431
O -1.551 -0.962 1.134
P -1.171 -4.436 1.079
O -1.306 -5.931 1.676
O -1.670 -4.454 -0.338
O 0.119 -3.844 1.520
H -3.330 -2.925 3.846
H -1.567 -2.752 3.651
H -2.303 -4.350 3.859
H -3.675 -4.690 0.812
H -4.147 -1.348 2.536
H -2.556 -3.108 -0.680
H -0.610 -6.073 2.324
Se 1.632 -4.037 -2.613
C 0.868 -2.749 -1.680
N 0.370 -1.868 -1.088
C 2.232 -1.651 3.522
C 2.840 -2.599 2.478
C 2.363 -2.056 1.133
O 1.445 -0.956 1.453
C 0.993 -1.138 2.827
H 2.909 -0.822 3.740
H 1.993 -2.156 4.458
H 2.459 -3.610 2.613
H 3.927 -2.628 2.538
H 1.831 -2.804 0.561
H 3.156 -1.621 0.529
H 0.195 -1.874 2.832
H 0.628 -0.180 3.186
*
```

***

Record 2
C28H49BN2O11 | ωB97M-V with the def2-TZVPD basis set

The value obtained for the HOMO energy is -8.4216 eV. As for the gap between HOMO and LUMO: 6.442 eV.

Geometry as ORCA input:
```
! RIJCOSX wB97M-V def2-TZVPD def2/J DEFGRID3
* xyz 0 1
C -6.689 1.401 -3.056
C -5.537 0.231 -3.361
C -4.227 0.828 -4.170
C -2.778 0.386 -3.491
C -2.631 -1.246 -3.294
C -1.333 -1.611 -2.323
C -1.654 -1.017 -0.793
C -1.054 -2.004 0.369
N -0.758 -1.336 1.693
C 0.533 -0.550 1.685
C 1.857 -1.551 1.759
C 3.292 -0.756 1.730
C 3.311 0.570 0.744
C 4.909 0.889 0.367
O 5.781 -0.077 0.031
O 5.482 2.274 0.429
C 5.081 3.021 -0.807
C 3.746 3.957 -0.594
C 0.657 0.421 3.040
N -0.506 1.375 3.195
C -1.644 1.092 2.217
C -1.929 -0.546 2.233
O -2.170 -1.047 3.627
C -3.140 -2.162 3.578
C -4.591 -1.710 4.197
C -4.324 -0.873 5.593
C -5.596 -0.963 3.138
C -5.180 0.588 2.770
C -5.847 -1.769 1.733
H -7.781 0.936 -3.189
H -6.629 1.728 -1.916
H -6.528 2.341 -3.752
H -5.270 -0.231 -2.319
H -6.063 -0.610 -3.988
H -4.306 2.010 -4.079
H -4.304 0.531 -5.319
H -1.885 0.791 -4.172
H -2.697 0.975 -2.465
H -3.568 -1.728 -2.756
H -2.559 -1.715 -4.368
H -1.168 -2.772 -2.334
H -0.324 -1.135 -2.740
H -2.844 -1.055 -0.708
H -1.360 0.111 -0.691
H -1.837 -2.876 0.564
H -0.086 -2.519 -0.051
H 0.557 0.084 0.693
H 1.864 -2.367 0.919
H 1.797 -2.113 2.806
H 3.568 -0.351 2.815
H 4.135 -1.552 1.454
H 2.932 1.561 1.290
H 2.697 0.432 -0.251
H 5.957 3.735 -1.192
H 4.939 2.192 -1.646
H 2.802 3.523 -1.181
H 3.898 5.082 -0.953
H 3.408 4.046 0.547
H 0.789 -0.300 3.982
H 1.640 1.090 3.017
H -0.188 2.363 3.009
H -0.853 1.351 4.188
H -1.313 1.478 1.147
H -2.614 1.705 2.544
H -2.940 -0.706 1.664
H -2.711 -2.993 4.319
H -3.202 -2.693 2.523
H -5.140 -2.716 4.524
H -3.659 0.090 5.455
H -3.769 -1.630 6.329
H -5.346 -0.494 6.073
H -6.657 -0.895 3.679
H -4.667 0.674 1.710
H -4.582 1.145 3.614
H -6.210 1.181 2.666
H -4.909 -1.842 1.030
H -6.662 -1.148 1.124
H -6.348 -2.836 1.921
B 8.996 0.023 -3.675
O 7.557 0.300 -3.611
C 6.969 -0.808 -3.139
O 5.767 -0.920 -2.959
C 7.961 -1.819 -2.884
O 7.750 -2.940 -2.450
O 9.178 -1.351 -3.195
O 9.497 0.171 -5.045
C 10.448 1.115 -5.011
O 11.076 1.489 -5.988
C 10.602 1.605 -3.666
O 11.384 2.468 -3.301
O 9.749 0.971 -2.849
*
```

***

Record 3
C28H49BrFeNP3 | ωB97M-V with the def2-TZVPD basis set

Its energy above the lowest of the compared OMol25 structures with the same formula, charge and spin is 0.9518 eV. The value obtained for the HOMO energy (spin up / spin down) is -12.4846 / -12.3903 eV. As for the gap between HOMO and LUMO (spin up / spin down): 6.396 / 3.385 eV. The expectation value of S² is 6.16.

Geometry as ORCA input:
```
! RIJCOSX wB97M-V def2-TZVPD def2/J DEFGRID3
* xyz 2 5
N -7.586 -4.413 -6.523
C -6.763 -5.294 -5.968
C -5.697 -4.916 -5.133
C -5.497 -3.533 -4.827
C -6.409 -2.640 -5.421
C -7.430 -3.126 -6.254
C -4.399 -3.045 -3.968
Fe -0.486 -0.025 -0.714
P -0.977 2.753 4.779
C -4.220 -1.752 -3.538
C -3.231 -1.415 -2.543
C -3.451 -0.315 -1.699
C -2.764 -0.281 -0.484
C -1.921 -1.375 -0.120
C -1.475 -2.325 -1.073
C -2.186 -2.351 -2.282
Br -0.930 -0.471 1.721
H -3.734 -3.854 -3.655
H -4.946 -0.988 -3.835
H -5.047 -5.689 -4.733
H -6.369 -1.572 -5.230
H -6.937 -6.358 -6.193
H -8.149 -2.447 -6.714
H -4.308 0.368 -1.836
H -2.086 -3.175 -2.983
H -2.983 0.503 0.252
H -0.707 -3.071 -0.849
P -0.080 1.908 -1.617
C -1.574 1.017 5.018
C -2.414 0.880 6.296
H -0.695 0.359 5.075
H -2.143 0.716 4.130
H -2.599 -0.174 6.529
H -1.900 1.327 7.153
H -3.397 1.354 6.202
C -2.222 3.547 3.673
C -2.487 5.021 4.002
H -3.149 2.965 3.761
H -1.886 3.455 2.633
H -3.367 5.379 3.459
H -2.670 5.162 5.069
H -1.658 5.667 3.702
C 0.580 2.668 3.772
C 1.801 2.778 4.688
H 0.535 3.529 3.089
H 0.600 1.760 3.157
H 2.699 2.982 4.103
H 1.647 3.599 5.396
H 2.011 1.871 5.260
C 1.536 2.757 -1.626
C 2.050 3.406 -2.911
H 2.245 2.005 -1.260
H 1.475 3.533 -0.853
H 2.328 2.679 -3.679
H 1.317 4.086 -3.358
H 2.947 3.999 -2.687
C -1.132 3.021 -0.573
C -2.453 3.322 -1.266
H -0.543 3.927 -0.382
H -1.285 2.530 0.398
H -2.284 3.724 -2.271
H -3.067 2.415 -1.358
H -3.025 4.068 -0.703
C -0.707 1.787 -3.348
C 0.034 0.769 -4.222
H -0.676 2.792 -3.793
H -1.769 1.505 -3.276
H -0.669 0.304 -4.928
H 0.829 1.228 -4.827
H 0.510 -0.037 -3.642
C 1.905 -1.906 -2.083
P 1.480 -1.131 -0.472
C 1.538 -2.608 0.632
C 3.116 -0.361 -0.188
H 1.037 -2.449 -2.471
H 2.745 -2.594 -1.930
H 2.206 -1.114 -2.778
H 2.530 -3.088 0.568
H 1.340 -2.258 1.650
H 0.774 -3.360 0.389
H 3.859 -1.175 -0.229
H 3.355 0.356 -0.993
H 3.156 0.136 0.795
*
```

***

Record 4
C28H49MnO2S3SbSi3 | ωB97M-V with the def2-TZVPD basis set

Its energy above the lowest of the compared OMol25 structures with the same formula, charge and spin is 2.5701 eV. The value obtained for the HOMO energy (spin up / spin down) is -6.1519 / -6.3435 eV. As for the gap between HOMO and LUMO (spin up / spin down): 6.141 / 6.323 eV. The expectation value of S² is 8.76.

Geometry as ORCA input:
```
! RIJCOSX wB97M-V def2-TZVPD def2/J DEFGRID3
* xyz 0 6
Mn 0.846 -3.023 -0.273
C 2.485 -4.475 -4.360
C 2.152 -4.248 -2.897
S 0.711 -3.236 -2.650
C 2.885 -4.788 -1.911
C 4.080 -5.666 -2.182
S 2.574 -4.600 -0.171
H 1.784 -3.934 -4.992
H 2.424 -5.533 -4.625
H 3.491 -4.128 -4.604
H 4.315 -5.743 -3.241
H 3.901 -6.672 -1.795
H 4.957 -5.278 -1.660
O 1.309 0.261 2.054
S 0.124 0.654 2.868
C 0.410 2.367 3.337
C -0.343 2.936 4.354
C -0.111 4.254 4.711
C 0.871 4.988 4.057
C 1.632 4.401 3.057
C 1.410 3.078 2.697
C -1.252 0.942 1.756
C -0.968 1.217 0.319
C -2.091 2.069 -0.323
C -3.446 1.811 0.260
C -3.626 1.336 1.494
C -2.470 0.957 2.299
H -1.104 2.355 4.861
H -0.693 4.708 5.502
H 1.048 6.018 4.335
H 2.405 4.971 2.558
H 2.010 2.584 1.943
H -0.009 1.736 0.250
H -2.147 1.858 -1.397
H -4.306 2.086 -0.342
H -4.619 1.207 1.904
H -2.607 0.697 3.343
C 0.740 -2.994 4.275
C 1.267 -2.888 2.879
C 2.733 -2.679 2.678
O 0.497 -2.971 1.931
H 1.341 -3.701 4.848
H -0.306 -3.285 4.276
H 0.853 -2.017 4.756
H 3.246 -2.464 3.613
H 2.872 -1.856 1.979
H 3.153 -3.580 2.223
C -0.113 4.450 -0.769
Si -1.846 3.970 -0.260
C -3.050 4.696 -1.495
C -2.189 4.623 1.453
Sb -0.427 -0.589 -0.847
Si -2.426 -2.199 -1.253
C -2.993 -2.063 -3.019
C -3.740 -1.662 -0.042
C -2.138 -4.005 -0.829
Si 1.633 0.081 -2.212
C 3.119 -1.036 -2.090
C 1.133 0.337 -3.986
C 2.120 1.695 -1.397
H -0.044 5.540 -0.791
H 0.133 4.087 -1.769
H 0.641 4.087 -0.070
H -2.960 5.783 -1.531
H -4.084 4.460 -1.238
H -2.858 4.313 -2.500
H -1.955 5.689 1.507
H -1.571 4.111 2.190
H -3.233 4.488 1.739
H -3.379 -1.063 -3.222
H -3.777 -2.794 -3.234
H -2.155 -2.253 -3.691
H -4.023 -0.620 -0.148
H -3.419 -1.845 0.985
H -4.626 -2.275 -0.230
H -1.749 -4.545 -1.688
H -3.130 -4.396 -0.573
H -1.496 -4.241 0.028
H 3.136 -1.732 -2.928
H 3.193 -1.633 -1.176
H 4.005 -0.396 -2.139
H 0.829 -0.621 -4.411
H 1.971 0.724 -4.572
H 0.298 1.034 -4.065
H 2.383 1.527 -0.351
H 1.353 2.466 -1.455
H 3.007 2.073 -1.914
*
```

***

Record 5
C28H50AuBCl2N4P2 | ωB97M-V with the def2-TZVPD basis set

Its energy above the lowest of the compared OMol25 structures with the same formula, charge and spin is 2.5024 eV. The value obtained for the HOMO energy (spin up / spin down) is -12.9101 / -12.9099 eV. As for the gap between HOMO and LUMO (spin up / spin down): 5.198 / 5.197 eV.

Geometry as ORCA input:
```
! RIJCOSX wB97M-V def2-TZVPD def2/J DEFGRID3
* xyz 2 1
Au 0.073 -0.535 -0.643
C 3.510 0.640 -2.812
C 3.628 1.257 -1.420
C 2.620 2.396 -1.284
C 5.034 1.780 -1.158
P 3.108 -0.137 -0.210
C 2.691 0.669 1.424
N 1.686 -0.180 2.011
B 0.542 -0.708 1.317
N -0.078 -1.626 2.215
C -1.208 -2.490 1.970
P -1.699 -2.422 0.168
C -1.457 -4.199 -0.433
C -1.958 -4.274 -1.874
C -2.136 -5.263 0.426
C 0.066 -4.368 -0.406
C -3.460 -1.730 0.105
C -3.667 -1.217 -1.321
C -4.508 -2.773 0.476
C -3.489 -0.544 1.068
C 0.637 -1.642 3.387
C 0.455 -2.371 4.556
C 1.366 -2.200 5.578
C 2.448 -1.318 5.452
C 2.650 -0.589 4.301
C 1.740 -0.740 3.254
C 4.462 -1.416 0.262
C 5.597 -0.835 1.096
C 4.977 -2.018 -1.042
C 3.740 -2.506 1.061
H 3.799 1.374 -3.558
H 2.485 0.332 -3.003
H 4.156 -0.223 -2.934
H 2.740 3.066 -2.134
H 2.799 2.984 -0.387
H 1.594 2.032 -1.283
H 5.212 2.615 -1.837
H 5.793 1.028 -1.358
H 5.137 2.150 -0.140
H 2.284 1.670 1.252
H 3.574 0.748 2.062
H -2.071 -2.183 2.570
H -0.948 -3.520 2.248
H -3.043 -4.311 -1.918
H -1.580 -5.176 -2.349
H -1.616 -3.414 -2.448
H -3.198 -5.336 0.207
H -2.016 -5.087 1.492
H -1.684 -6.228 0.204
H 0.552 -3.574 -0.976
H 0.333 -5.323 -0.850
H 0.455 -4.352 0.610
H -3.580 -2.011 -2.060
H -2.942 -0.438 -1.554
H -4.662 -0.788 -1.417
H -4.610 -3.522 -0.305
H -5.474 -2.282 0.588
H -4.271 -3.268 1.415
H -2.552 0.014 1.032
H -3.682 -0.855 2.090
H -4.289 0.132 0.777
H -0.376 -3.045 4.679
H 1.250 -2.750 6.497
H 3.129 -1.209 6.280
H 3.490 0.082 4.222
H 6.110 -0.019 0.599
H 6.323 -1.627 1.272
H 5.254 -0.499 2.071
H 5.566 -1.308 -1.614
H 4.150 -2.373 -1.656
H 5.615 -2.871 -0.821
H 3.478 -2.166 2.060
H 4.405 -3.360 1.170
H 2.838 -2.843 0.550
N -0.261 -1.076 -3.856
C -0.505 -0.484 -5.037
C -0.697 0.857 -4.783
C -0.553 0.984 -3.401
N -0.282 -0.191 -2.853
H -0.062 -2.052 -3.688
H -0.505 -1.030 -5.958
H -0.919 1.626 -5.493
H -0.621 1.862 -2.793
Cl -1.024 2.516 -0.014
C -2.406 3.614 -0.113
Cl -3.862 2.739 -0.603
H -2.173 4.375 -0.857
H -2.561 4.051 0.873
*
```

***

| no. | total energy (Ha) | maximum force (eV/Å) |
| --- | --- | --- |
| 1 | -7430.081608 | 1.297 |
| 2 | -2057.990465 | 9.185 |
| 3 | -6012.171830 | 3.304 |
| 4 | -4701.144299 | 0.731 |
| 5 | -3079.142503 | 1.915 |